No. 1
Below is a cluster of 11 separate species, C10H40ClN20O14 in total in a non-equilibrium geometry, with properties calculated with ωB97M-V/def2-TZVPD.

Last column: Mulliken charge in e.
CARTESIAN COORDINATES (ANGSTROEM)
1 Cl -0.5401 -0.2198 0.2269  0.53
2 O -0.7517 0.0442 -1.1985  -0.42
3 O 0.7981 -0.7574 0.4647  -0.41
4 O -0.7354 1.0673 0.8029  -0.16
5 O -1.4557 -1.1380 0.7706  -0.42
6 C -4.7848 0.6886 -0.0570  0.67
7 O -5.9561 0.8647 -0.4230  -0.72
8 N -3.7562 1.0303 -0.8373  -0.26
9 N -4.4238 0.2201 1.1563  -0.23
10 H -4.0030 1.1086 -1.8102  0.14
11 H -2.8121 0.9574 -0.4987  0.13
12 H -5.0262 0.3347 1.9503  0.22
13 H -3.4204 0.1996 1.1616  0.10
14 C 4.9031 -1.5897 1.8588  0.52
15 O 4.4359 -2.4699 2.5701  -0.63
16 N 4.1424 -0.6112 1.2806  -0.26
17 N 6.2258 -1.3344 1.8043  -0.46
18 H 4.5244 0.1338 0.7175  0.17
19 H 3.1576 -0.7900 1.1476  0.20
20 H 6.6857 -1.7208 2.6127  0.23
21 H 6.6636 -1.2327 0.9049  0.22
22 C -3.6169 -3.3057 -1.8327  0.51
23 O -4.1478 -4.3560 -2.1936  -0.75
24 N -3.4838 -2.2573 -2.6863  -0.29
25 N -3.0973 -3.0763 -0.6192  -0.16
26 H -2.7742 -1.5626 -2.5143  0.14
27 H -3.6890 -2.4740 -3.6479  0.24
28 H -3.3406 -3.8165 0.0194  0.19
29 H -2.5492 -2.2636 -0.3966  0.22
30 C 0.1500 -3.6254 -2.6381  0.52
31 O 0.4680 -2.5044 -3.0469  -0.58
32 N 0.5132 -4.1176 -1.4255  -0.50
33 N -0.3715 -4.5086 -3.4896  -0.38
34 H 0.6599 -3.3512 -0.7814  0.19
35 H 0.1103 -4.9598 -1.0522  0.24
36 H -0.5783 -4.2340 -4.4351  0.24
37 H -0.6409 -5.4116 -3.1390  0.15
38 C -0.7456 5.1799 1.8516  0.63
39 O 0.4047 5.2786 2.2775  -0.67
40 N -1.1765 4.1594 1.0889  -0.26
41 N -1.6903 6.1496 1.9623  -0.44
42 H -2.1119 3.9820 0.7627  0.24
43 H -0.6720 3.2846 1.0776  0.05
44 H -2.6390 5.9234 1.7308  0.18
45 H -1.4055 6.9134 2.5522  0.26
46 C 0.5877 1.1652 4.6573  0.63
47 O -0.5439 0.8462 5.0627  -0.82
48 N 0.9323 0.9044 3.4076  -0.07
49 N 1.6116 1.6352 5.3965  -0.38
50 H 0.1587 0.7397 2.7812  0.08
51 H 1.8610 1.0036 3.0361  0.15
52 H 1.5412 1.9820 6.3358  0.23
53 H 2.4627 1.8579 4.9118  0.14
54 C -1.2914 -2.7867 4.6523  0.56
55 O -1.4926 -3.8746 4.1154  -0.70
56 N -1.4018 -1.6133 4.0026  -0.34
57 N -0.7186 -2.6429 5.8853  -0.39
58 H -1.4101 -1.7813 3.0081  0.12
59 H -0.9346 -0.7935 4.3800  0.28
60 H -0.6549 -3.5089 6.3901  0.21
61 H -0.4854 -1.7052 6.1588  0.20
62 C 2.9646 0.4883 -4.0602  0.44
63 O 3.7749 1.1641 -4.6738  -0.72
64 N 2.0920 0.9403 -3.1371  -0.18
65 N 2.7954 -0.8328 -4.2569  -0.24
66 H 1.3758 0.4513 -2.6262  0.13
67 H 2.0581 1.9319 -2.9607  0.14
68 H 2.0216 -1.3054 -3.8239  0.24
69 H 3.5352 -1.3624 -4.6816  0.20
70 C -1.2830 -0.5434 -5.7586  0.63
71 O -0.8885 -1.5082 -6.4397  -0.69
72 N -2.0893 0.4511 -6.2016  -0.38
73 N -1.0881 -0.4245 -4.4398  0.06
74 H -2.0914 0.5905 -7.1983  0.24
75 H -2.3794 1.1158 -5.5140  0.16
76 H -1.4896 0.3147 -3.8967  0.11
77 H -0.5486 -1.1438 -3.9761  -0.11
78 C 3.3032 3.3148 0.3502  0.59
79 O 4.2986 2.6550 0.0839  -0.63
80 N 3.4285 4.6380 0.6385  -0.45
81 N 2.1176 2.7430 0.7188  0.19
82 H 2.6381 5.0819 1.0813  0.20
83 H 4.3891 4.8482 0.8466  0.23
84 H 1.3809 3.3873 0.9538  -0.09
85 H 2.0153 1.7447 0.7606  -0.12

Cartesian forces, eV/Å:
Cl 2.7 0.4 -2.8
O 0.0 -1.3 0.5
O -0.8 1.0 -0.2
O 0.1 1.3 1.9
O -1.8 -1.1 0.5
C -3.2 0.7 0.1
O 0.8 -0.3 0.3
N 0.8 0.3 -0.9
N 0.6 -0.1 -0.5
H 0.5 0.1 0.1
H 0.1 0.0 -0.6
H 0.2 -0.1 0.0
H 0.1 -0.4 1.6
C -1.9 0.5 1.1
O 0.0 0.1 -0.4
N -0.8 -0.2 -0.6
N 1.4 0.2 0.1
H 0.2 0.0 0.1
H 0.1 -0.2 0.0
H 0.6 -0.3 -0.6
H 0.3 0.1 0.3
C 0.0 -0.4 -1.1
O 0.0 0.2 0.5
N -0.1 0.6 -0.8
N -0.3 -1.0 0.5
H 0.0 0.0 -0.1
H 0.2 0.1 0.0
H 0.5 0.4 0.5
H -0.2 -0.1 0.4
C 1.2 0.2 -1.2
O -0.2 0.4 0.8
N 0.0 1.0 0.6
N -0.8 -1.1 -0.2
H 0.2 -0.3 0.3
H -0.2 0.1 0.0
H 0.0 0.1 0.1
H -0.2 0.0 -0.4
C 0.2 0.3 -0.5
O -0.4 -0.1 0.0
N 0.2 -2.2 -0.7
N 0.6 0.5 0.5
H -0.2 0.6 0.2
H 0.3 0.2 0.2
H -0.1 0.4 0.3
H -0.6 0.1 0.0
C -0.9 -1.0 0.9
O 0.7 1.0 0.5
N -0.1 -0.2 -1.9
N 0.8 0.6 0.8
H 0.3 -0.1 -0.2
H -0.1 0.1 0.0
H -0.4 -0.2 -0.1
H 0.0 0.1 0.1
C 1.5 -0.6 -0.5
O -0.5 0.2 0.6
N -0.6 0.1 -0.9
N -0.8 -0.6 -0.3
H -0.1 0.5 -0.1
H -0.3 0.1 -0.3
H 0.3 0.5 0.5
H 0.1 -0.3 0.7
C -0.1 -0.5 -0.4
O 0.2 0.4 0.3
N -0.8 2.2 1.1
N 0.2 -1.1 -0.4
H 0.3 -0.7 -0.3
H 0.3 -0.1 -0.2
H 0.1 -0.4 0.1
H -0.2 0.1 -0.1
C -0.1 -1.8 -0.5
O -0.3 1.6 0.6
N -0.1 -0.1 -1.2
N 0.8 -0.7 1.2
H -0.3 0.4 0.2
H -0.1 0.6 -0.6
H 0.2 0.1 0.1
H 0.0 -0.1 0.2
C 1.0 -1.4 2.1
O -0.1 -0.4 -0.7
N -0.6 0.3 -0.7
N -0.2 0.8 -0.6
H 0.4 0.3 0.3
H -0.2 0.5 0.0
H -0.2 -0.5 0.3
H -0.2 0.1 -0.4

Calculated values
* charge: -1
* molecular weight: 700.0 g/mol
* energy relative to the best compared isomer or geometry (same formula, charge and spin): 0.659 eV

=====

No. 2
Below is a cluster of 11 separate species, C10H40ClO14 in total in a non-equilibrium geometry, with properties calculated with ωB97M-V/def2-TZVPD.

Last column: Mulliken charge in e.
CARTESIAN COORDINATES (ANGSTROEM)
1 Cl 0.0338 1.2566 -0.0386  1.60
2 O -1.1082 0.7437 -0.7462  -0.67
3 O -0.0932 2.6729 0.0106  -0.65
4 O 0.1379 0.7133 1.2946  -0.64
5 O 1.0938 0.8169 -0.8586  -0.64
6 C 5.4000 -3.7947 -4.2039  -0.46
7 O 6.4862 -3.5019 -4.9860  -0.49
8 H 5.6629 -4.2725 -3.2601  0.24
9 H 4.9930 -2.8086 -3.9800  0.19
10 H 4.6693 -4.3751 -4.7672  0.24
11 H 6.9038 -4.3366 -5.2106  0.29
12 C -2.8286 4.7928 -5.0990  -0.46
13 O -1.5343 4.4751 -4.7545  -0.49
14 H -3.4919 3.9967 -4.7609  0.21
15 H -3.0902 5.7109 -4.5729  0.24
16 H -2.7801 5.0450 -6.1583  0.19
17 H -1.4722 4.3439 -3.8055  0.31
18 C 1.6435 5.1410 5.2280  -0.50
19 O 0.9898 5.9080 4.2652  -0.50
20 H 2.6247 4.8316 4.8678  0.23
21 H 1.7611 5.7081 6.1513  0.22
22 H 1.1152 4.2183 5.4680  0.23
23 H 0.7360 5.2833 3.5820  0.32
24 C 3.4228 -3.1267 4.7750  -0.40
25 O 4.5704 -3.8045 5.2260  -0.53
26 H 3.2539 -3.3160 3.7149  0.19
27 H 2.6587 -3.4342 5.4889  0.22
28 H 3.7412 -2.0845 4.7978  0.22
29 H 4.8654 -3.4941 6.0852  0.30
30 C 6.2948 1.3528 1.3810  -0.45
31 O 7.5570 1.9797 1.4546  -0.51
32 H 5.5153 1.8226 1.9807  0.22
33 H 5.9605 1.4908 0.3527  0.23
34 H 6.3844 0.2798 1.5506  0.21
35 H 7.5413 2.7698 0.9094  0.31
36 C -7.7282 1.6803 -1.6724  -0.54
37 O -8.8473 1.7700 -0.7556  -0.50
38 H -7.8953 0.8660 -2.3774  0.25
39 H -7.5909 2.5662 -2.2924  0.24
40 H -6.7568 1.4394 -1.2407  0.26
41 H -8.8562 0.9238 -0.3022  0.30
42 C -3.2049 0.1102 6.7525  -0.47
43 O -3.3881 -0.3189 5.4356  -0.49
44 H -3.7485 1.0370 6.9359  0.21
45 H -3.5120 -0.5788 7.5393  0.21
46 H -2.1312 0.2977 6.7638  0.21
47 H -2.6735 0.0428 4.9064  0.33
48 C -5.9196 -3.3674 0.6773  -0.51
49 O -6.3426 -2.7207 1.8971  -0.51
50 H -6.7461 -3.7120 0.0558  0.23
51 H -5.4069 -2.6522 0.0340  0.24
52 H -5.2393 -4.1963 0.8726  0.24
53 H -5.6053 -2.2217 2.2564  0.31
54 C 0.6239 -5.2885 -0.5910  -0.48
55 O -0.2426 -4.6009 0.3024  -0.50
56 H 0.6964 -4.8863 -1.6015  0.25
57 H 1.6069 -5.3509 -0.1242  0.22
58 H 0.2257 -6.2961 -0.7103  0.20
59 H 0.0225 -3.6811 0.3758  0.31
60 C 1.8091 0.8924 -7.5350  -0.51
61 O 0.3857 1.0947 -7.5906  -0.49
62 H 2.3091 1.8215 -7.8087  0.23
63 H 2.1622 0.5812 -6.5518  0.24
64 H 2.1053 0.0972 -8.2192  0.22
65 H 0.2704 1.6469 -6.8138  0.31

Cartesian forces, eV/Å:
Cl -2.0 -1.2 -1.0
O -1.8 -0.3 0.7
O 0.6 1.4 0.4
O 0.1 0.1 0.2
O 3.1 0.1 -0.3
C -1.3 0.7 0.7
O 1.9 -0.2 -1.1
H -0.1 -0.2 0.1
H -0.5 -0.2 0.3
H -0.3 -0.2 0.2
H 0.3 0.1 -0.2
C -0.3 0.9 0.5
O 1.9 -0.6 0.3
H -0.5 0.0 -0.7
H -0.6 0.2 0.0
H -0.6 -0.5 -0.1
H 0.1 -0.1 0.1
C 0.6 -0.6 0.5
O -0.5 0.2 -0.3
H 0.3 0.1 0.1
H 0.0 0.1 -0.1
H -0.3 0.0 0.1
H -0.2 0.2 -0.3
C 1.1 0.8 0.7
O 1.4 -1.5 -0.4
H -0.3 -0.6 0.3
H -0.8 0.7 -0.7
H -1.1 0.5 0.2
H -0.3 0.2 -0.1
C -0.5 0.3 -1.4
O 0.6 0.1 0.7
H 0.2 -0.1 0.5
H -0.4 -0.4 -0.2
H 0.1 0.2 0.3
H -0.1 -0.1 0.1
C -0.2 -0.7 -0.4
O 1.2 0.2 -0.7
H -0.2 -0.1 -0.2
H -0.5 0.3 0.5
H -0.1 0.3 0.7
H -0.1 0.0 0.2
C 1.0 1.0 -0.1
O -1.0 -0.9 -0.8
H 0.0 0.2 0.1
H 0.1 -0.5 -0.5
H 0.1 0.2 1.3
H -0.1 -0.1 -0.1
C 0.5 0.8 0.1
O -0.4 -0.6 -0.8
H -0.4 0.0 0.7
H 0.3 0.1 0.0
H -0.1 -0.1 0.1
H 0.1 0.0 -0.1
C -0.1 -0.2 0.5
O -0.2 -0.2 -0.4
H 0.0 0.5 0.1
H 0.3 -0.1 -0.3
H 0.0 0.0 0.2
H 0.1 0.1 -0.1
C -0.1 -0.1 -0.4
O 1.0 -0.2 0.4
H 0.2 0.0 -0.1
H -0.2 0.1 0.2
H -0.2 0.1 -0.2
H -0.8 0.2 0.0

Calculated values
* charge: -1
* molecular weight: 419.9 g/mol
* energy relative to the best compared isomer or geometry (same formula, charge and spin): 5.469 eV

=====

No. 3
Below is a cluster of 10 separate species, C10H40N14O10 in total in a non-equilibrium geometry, with properties calculated with ωB97M-V/def2-TZVPD.

Last column: Mulliken charge in e.
CARTESIAN COORDINATES (ANGSTROEM)
1 N 3.0784 -2.0474 -2.3508  -0.42
2 C 2.2377 -0.9637 -2.6692  0.47
3 N 0.9068 -1.3281 -2.7963  -0.19
4 O 2.7646 0.1520 -2.8151  -0.78
5 H 2.7487 -2.9326 -2.6388  0.20
6 H 3.9941 -1.8887 -2.7158  0.27
7 H 0.1079 -0.6748 -2.7847  0.15
8 H 0.6914 -2.2062 -2.3521  0.20
9 N -3.7219 3.7369 -0.3436  -0.46
10 C -2.4137 3.5831 -0.6222  0.34
11 N -1.6973 4.7663 -0.5356  -0.31
12 O -1.9351 2.4577 -0.9620  -0.56
13 H -4.0460 4.5878 0.1210  0.18
14 H -4.3608 2.9711 -0.2270  0.25
15 H -0.7344 4.7142 -0.8615  0.23
16 H -2.2246 5.6307 -0.6072  0.21
17 N 3.0526 3.0250 -1.5850  -0.52
18 C 1.6534 3.4028 -1.7070  0.48
19 N 0.9794 2.5640 -2.6014  -0.15
20 O 1.2069 4.2906 -0.9972  -0.65
21 H 3.3362 2.0913 -1.9433  0.31
22 H 3.4406 3.2977 -0.6814  0.26
23 H 0.1909 2.7950 -3.1772  0.20
24 H 1.5106 1.7700 -2.9046  0.15
25 N -1.3799 -2.7161 -0.8607  0.11
26 C -2.2512 -3.3691 -1.6979  0.40
27 N -1.6825 -4.4039 -2.4942  -0.41
28 O -3.3424 -2.9152 -1.9477  -0.64
29 H -0.5682 -3.2048 -0.4128  0.21
30 H -1.6404 -1.9297 -0.3339  0.06
31 H -2.3001 -5.0526 -2.9360  0.25
32 H -0.9380 -4.8444 -1.9692  0.21
33 N 0.7253 3.2728 1.9276  -0.14
34 C 0.0913 3.4842 3.1737  0.38
35 N -0.8116 2.5641 3.6180  -0.32
36 O 0.3398 4.4434 3.8553  -0.67
37 H 0.9760 4.1665 1.5361  0.28
38 H 0.2755 2.6181 1.2708  -0.07
39 H -0.7628 1.6145 3.3082  0.29
40 H -1.0864 2.7670 4.6074  0.22
41 N 2.9082 -4.8926 0.4133  -0.66
42 C 1.7707 -4.2852 0.7313  0.60
43 N 1.6715 -3.9544 1.9589  -0.35
44 O 1.0742 -3.9125 -0.2223  -0.64
45 H 3.7168 -4.5311 0.9365  0.27
46 H 3.0662 -4.6876 -0.5742  0.28
47 H 1.1734 -3.1130 1.9163  0.12
48 H 2.4628 -4.0742 2.5642  0.28
49 N -1.7600 0.1408 0.9048  -0.13
50 C -0.4241 0.1852 0.8518  -0.40
51 N 0.0084 0.7488 -0.2490  0.96
52 O 0.2324 -0.3173 1.7856  -0.30
53 H -2.2680 0.6913 0.2646  0.11
54 H -2.1764 -0.0233 1.7910  0.34
55 H -0.5186 1.3355 -0.8175  0.02
56 H 1.0239 0.7493 -0.3897  0.01
57 C 2.9749 0.3463 3.0968  -0.67
58 O 2.7041 -0.8184 2.3384  -0.61
59 H 3.3735 -0.1047 3.9844  0.33
60 H 3.8399 0.9070 2.6743  0.24
61 H 2.1605 1.0907 3.2642  0.17
62 H 1.9078 -0.6743 1.8287  0.34
63 C -2.2428 -1.9442 3.6691  -0.43
64 O -1.5937 -0.6362 3.8258  -0.57
65 H -3.3160 -1.7622 3.6471  0.25
66 H -1.8292 -2.2684 2.7212  0.09
67 H -1.8211 -2.5664 4.4749  0.26
68 H -0.7431 -0.7043 3.3587  0.20
69 C -2.4047 -0.5905 -3.5285  -0.64
70 O -1.6642 0.6609 -3.5310  -0.57
71 H -2.7267 -0.7896 -2.5141  0.21
72 H -3.2385 -0.4695 -4.1859  0.35
73 H -1.6966 -1.3207 -3.9278  0.28
74 H -2.0558 1.2955 -2.9487  0.30

Cartesian forces, eV/Å:
N -0.5 1.1 -0.1
C 0.2 0.0 -0.1
N 0.7 0.7 0.3
O -1.3 -0.8 0.1
H -0.6 -1.0 -0.2
H 0.6 0.3 0.0
H 1.1 0.0 -0.1
H -0.2 -0.1 0.0
N -1.3 0.8 0.7
C 1.2 -0.4 -0.6
N -0.5 -1.5 -0.3
O -1.0 2.2 0.5
H 0.4 -0.5 -0.4
H 0.4 -0.4 -0.2
H 0.1 0.2 0.1
H 0.5 -0.3 0.0
N -1.8 -0.1 -0.1
C 1.9 -1.9 -0.2
N 0.7 1.0 1.0
O -0.5 0.0 -0.8
H -0.4 1.0 0.4
H -0.2 -0.2 -0.5
H -0.2 0.4 0.4
H 0.3 -0.3 -0.4
N 2.0 -2.3 0.2
C 0.5 0.6 -1.3
N 0.8 0.9 1.9
O -1.1 -0.2 0.1
H -0.8 0.3 -0.9
H -1.2 1.0 0.4
H -0.6 0.0 0.0
H 0.2 -0.3 -0.4
N -1.1 -0.6 0.7
C 0.4 -0.6 -0.9
N -0.6 0.3 1.1
O 0.4 1.3 0.3
H 0.2 -0.1 -0.3
H 0.3 0.8 0.5
H -0.1 -0.4 0.1
H 0.4 -0.7 -1.5
N 3.5 -1.1 -1.3
C 1.2 0.3 -4.3
N -1.5 0.4 3.2
O -1.5 -0.1 0.5
H -0.5 -0.6 -0.2
H 0.1 -0.6 0.3
H -0.9 1.6 1.5
H -0.2 0.3 0.2
N -1.0 -0.6 0.4
C -1.2 -0.6 1.1
N 4.4 -0.9 0.0
O 0.5 0.1 -0.7
H -0.6 0.7 -0.8
H -0.2 -0.2 0.8
H -1.3 1.2 -1.1
H -0.7 0.1 0.0
C 1.1 0.3 -0.2
O 0.3 -0.1 -0.3
H -0.1 0.5 1.2
H -0.6 -0.2 -0.1
H 0.3 -1.0 -0.1
H -0.6 0.2 -0.2
C 2.0 1.6 0.2
O -0.5 -0.2 0.1
H 0.1 -0.5 0.2
H -0.6 -0.8 -0.3
H -0.9 -0.2 -0.3
H -0.1 0.1 0.0
C 1.0 1.4 0.3
O 0.8 -0.8 -0.7
H -0.1 -0.5 -0.1
H -0.7 -0.3 -0.4
H -0.4 -0.2 0.2
H -0.5 0.4 0.7

Calculated values
* structure (SMILES): NC(N)=O.NC(N)=O.NC(N)=O.NC(N)=O.NC(N)=O.NC(N)=O.NC(N)=O.CO.CO.CO
* molecular weight: 516.5 g/mol
* energy relative to the best compared isomer or geometry (same formula, charge and spin): 2.346 eV

=====

What LUMO values result from the calculations? In sequence: 1.95, 2.20, 0.33 eV.